No. 1
Computed, not measured: C5H12N3O as an isolated structure at a distorted geometry, with ωB97M-V with the def2-TZVPD basis set.

Each line ends with the Löwdin charge.
Geometry (Å):
C: -0.31115 -2.13277 1.01596  -0.137
C: 0.15396 -1.36695 -0.14139  -0.116
C: -0.03702 0.99279 -1.01356  -0.354
C: -1.23919 1.81967 -0.55897  0.021
C: 1.95911 0.59967 0.26981  -0.063
N: -1.09025 -1.47582 1.75332  0.185
N: -0.78229 -1.08957 -1.08259  0.052
N: 0.61953 0.44750 0.16458  -0.063
O: -0.36983 -0.03202 -1.91728  0.008
H: -0.03501 -3.18173 1.18415  0.147
H: 1.08519 -1.75558 -0.60824  0.172
H: 0.76374 1.57982 -1.45619  0.163
H: -1.91938 1.14525 -0.15154  0.048
H: -1.79794 2.38933 -1.26105  0.086
H: -1.01439 2.48167 0.40240  0.151
H: 2.27939 0.36642 -0.77745  0.136
H: 2.30728 1.62147 0.59047  0.146
H: 2.37044 -0.13405 0.87989  0.088
H: -1.29742 -2.02081 2.50828  0.040
H: -1.72992 -0.89408 -0.79531  0.149
H: 0.08513 0.63978 0.99470  0.142

total charge	+1

***

No. 2
Computed, not measured: one molecule with the formula CH5BOS at a distorted geometry, with ωB97M-V with the def2-TZVPD basis set.

Each line ends with the Löwdin charge.
Geometry (Å):
O: -1.63532 -0.26314 0.79471  0.112
B: -0.64060 0.59151 0.71196  -0.243
C: 0.79811 -0.07417 -0.35026  -0.532
S: 0.36931 -0.06695 -2.11175  0.633
H: -2.45326 -0.01691 1.22817  0.105
H: -0.60657 1.68126 1.14317  0.054
H: 1.05025 -1.08162 -0.04210  0.019
H: 1.64821 0.58971 -0.23424  0.011
H: -0.51868 -1.05347 -2.04497  -0.159

structure (SMILES)	OBCS

***

No. 3
Computed, not measured: a 22-piece molecular cluster, C8H62ClO21P overall, with ωB97M-V with the def2-TZVPD basis set.

Each line ends with the Löwdin charge.
Geometry (Å):
C: -1.83920 0.52466 0.23875  -0.103
C: -0.78650 -0.32798 -0.46186  -0.257
C: 0.01552 -1.28225 0.43007  -0.220
C: 0.48562 -0.76199 1.80061  -0.514
C: -0.58991 -0.81018 2.89001  -0.125
P: 1.33125 0.92604 1.68218  0.865
C: 2.04019 2.74815 1.51399  -0.801
Cl: 3.49805 2.76162 0.41500  0.584
C: 1.00457 3.75444 1.03781  -0.349
C: 0.27753 3.38555 -0.25839  -0.096
H: -1.42819 1.18715 0.99918  0.043
H: -2.35238 1.16234 -0.47523  0.040
H: -2.60136 -0.09382 0.70999  0.086
H: -1.32749 -0.92975 -1.19222  0.095
H: -0.11898 0.31443 -1.04683  0.065
H: -0.54397 -2.20574 0.56757  0.087
H: 0.91822 -1.55142 -0.12600  0.095
H: 1.28145 -1.44128 2.11706  0.072
H: -1.32860 -1.56897 2.64282  0.051
H: -1.14187 0.13365 2.93669  0.046
H: -0.16412 -1.00761 3.87218  0.072
H: 2.42436 0.57765 2.50258  0.028
H: 0.24207 1.57759 2.35123  0.030
H: 1.52890 0.78222 0.28842  0.004
H: 2.42852 3.04237 2.49098  0.055
H: 1.52396 4.69704 0.89718  0.047
H: 0.29008 3.89673 1.84956  0.104
H: -0.67561 3.90884 -0.29762  0.073
H: 0.04769 2.32978 -0.34476  0.026
H: 0.83683 3.68807 -1.14132  0.063
O: -2.35020 -3.78233 0.35451  -0.055
H: -2.55473 -4.72085 0.41157  0.036
H: -3.07069 -3.34934 0.82908  0.013
O: -2.43685 -0.23843 -3.42104  -0.046
H: -3.02754 -0.94829 -3.68949  0.052
H: -2.21275 0.22834 -4.23615  0.040
O: -1.98759 2.84997 -2.53883  -0.059
H: -2.10150 1.89348 -2.44365  0.018
H: -2.71220 3.23395 -2.02174  0.017
O: 1.28865 6.62616 3.03877  -0.053
H: 1.68871 6.78324 2.17491  0.019
H: 1.29778 5.67054 3.14175  0.012
O: -3.43591 -2.88719 2.97435  -0.059
H: -3.73356 -2.52818 3.81529  0.048
H: -2.99798 -3.72067 3.19195  0.022
O: 3.12801 -3.20915 1.76582  -0.052
H: 3.29322 -3.03385 0.83290  0.045
H: 3.83520 -2.72247 2.20944  0.031
O: 3.19040 -0.14111 -1.36971  -0.085
H: 3.34636 0.69147 -0.90627  -0.072
H: 2.85894 0.16127 -2.22509  0.021
O: 0.12744 1.06140 -4.00044  -0.045
H: 0.26637 2.00742 -3.87709  0.044
H: -0.09470 0.73730 -3.11893  0.026
O: 3.38825 -5.79299 3.77606  -0.051
H: 3.33188 -4.96494 3.27821  0.024
H: 3.78594 -6.41043 3.14771  0.037
O: 0.97336 -7.13546 2.83896  -0.061
H: 1.69821 -6.70493 3.32424  0.002
H: 0.43844 -7.55586 3.51762  0.043
O: -3.65945 4.77827 -1.20208  -0.056
H: -3.40667 5.59264 -0.75739  0.070
H: -4.07616 5.06195 -2.03586  0.018
O: 3.27852 -7.48984 0.79927  -0.048
H: 2.56173 -7.42734 1.44735  0.000
H: 3.29748 -6.62456 0.37755  0.053
O: 5.00159 -0.63154 1.45341  -0.058
H: 5.30478 0.16799 1.89432  0.036
H: 4.61571 -0.32802 0.62307  0.003
O: -2.64814 3.73239 -5.23271  -0.076
H: -1.89212 4.32575 -5.22393  0.029
H: -2.61710 3.30612 -4.36102  -0.013
O: 1.56692 -0.00501 -6.26843  -0.073
H: 1.18600 0.33118 -5.44311  -0.020
H: 2.00767 -0.82354 -6.02518  0.028
O: 2.49525 2.33585 -2.92404  -0.065
H: 2.69208 2.48802 -3.85541  0.058
H: 3.16928 2.82197 -2.43543  0.018
O: 1.41693 -9.83707 -0.02770  -0.062
H: 2.01186 -9.12871 0.25052  -0.009
H: 0.71026 -9.82733 0.62374  0.025
O: -4.36815 2.46494 0.43369  -0.059
H: -5.11528 2.56971 1.02937  0.036
H: -4.23756 3.33902 0.03777  -0.008
O: -5.19475 5.74327 -3.38184  -0.041
H: -5.68414 4.95423 -3.64053  0.063
H: -4.92301 6.14188 -4.21531  0.061
O: -3.66815 -5.88691 3.28355  -0.051
H: -3.80093 -6.83893 3.30587  0.043
H: -4.43494 -5.50889 3.72567  0.040
O: 2.49428 6.48826 -0.38963  -0.050
H: 2.92074 6.66918 -1.23203  0.042
H: 2.49788 5.52969 -0.29787  -0.016

***

Relative energy (zero: lowest compared OMol25 entry of this formula, charge and spin) across the listed records, respectively: 5.092, 1.327, 0.000 eV.
Gap between HOMO and LUMO across the listed records, respectively: 0.385, 0.321, 0.299 hartree.